ORCA calculation (ωB97M-V/def2-TZVPD) on a molecular structure, H28O14 in a non-equilibrium geometry.

```
42
Properties=species:S:1:pos:R:3
H -0.0081 -0.1258 -0.6312
H 0.5951 -1.5103 -0.1479
H 2.9651 0.3693 2.3963
H 4.4703 0.5327 2.4949
H -2.9293 1.4782 -2.5421
H -3.1834 0.2137 -3.2497
H -1.7868 2.4170 -0.0006
H -0.7325 3.5844 -0.4625
H -0.0753 0.7907 1.5132
H 0.9398 1.9413 1.4057
H 3.5312 -1.9439 2.0917
H 2.1905 -2.6081 2.3904
H 0.9710 -2.6839 -3.3830
H 0.4389 -1.9386 -2.2778
H -1.4379 -0.9074 -3.3370
H -1.6289 -1.0675 -4.9388
H -3.1274 4.1037 0.7659
H -3.3602 2.7070 0.0115
H 0.7577 -2.2992 3.4166
H -0.0733 -2.5554 2.1152
H 0.0580 3.5723 2.8342
H -0.9204 4.0136 1.7685
H -2.8660 0.3822 2.3493
H -2.1121 -0.8193 2.0996
H 2.6162 -3.3963 -0.1973
H 1.3485 -4.0268 0.5402
H 1.1910 0.0451 -2.8138
H 1.0810 1.0002 -3.9826
O 0.2273 -0.6095 0.1600
O 3.8498 0.0040 2.1522
O -3.1066 1.0864 -3.4458
O -1.4176 3.3713 0.1893
O 0.8274 1.0729 1.8791
O 3.0657 -2.7672 1.9705
O 1.0034 -1.7626 -3.0986
O -1.3538 -1.5068 -4.1575
O -3.0316 3.1012 0.7919
O 0.5165 -3.0000 2.7268
O -0.1436 3.4694 1.9240
O -1.9014 0.0419 2.4640
O 1.9199 -4.1182 -0.2421
O 0.6317 0.3481 -3.5425
```

Its net charge is 0. The LUMO energy is -0.71 eV. The calculation puts the molar mass at 252.21 g mol⁻¹. The total energy is -29112.1236 eV. As for the multiplicity: 1. The value obtained for the HOMO-LUMO gap is 8.7 eV. Its energy above the lowest of the compared OMol25 structures with the same formula, charge and spin is 9.528 eV.

natural (NBO) population analysis, charges in e, atoms 1 to 5: H 0.470; H 0.487; H 0.505; H 0.463; H 0.452